Formula: C25H39BF6O14S4
Source: the Open Molecules 2025 dataset
Level of theory: the ωB97M-V functional and the def2-TZVPD basis

Values from the calculation:
HOMO-LUMO gap ... 0.334 Ha
Lowest unoccupied orbital energy ... -1.2 eV

```
89
C25H39BF6O14S4 the ωB97M-V functional and the def2-TZVPD basis
C 4.692 -0.908 1.951
C 4.776 -0.699 0.294
O 3.879 -1.409 -0.410
O 5.820 0.173 -0.262
C 5.282 1.170 -1.199
O 4.490 0.927 -2.250
C 5.726 2.769 -0.998
B 4.727 3.587 0.035
C 3.078 3.767 -0.214
O 2.664 4.869 -0.841
C 2.144 2.524 0.307
F 1.944 1.581 -0.826
F 2.967 1.768 1.322
C 0.771 2.965 1.084
F 0.113 4.181 0.558
F 1.109 3.237 2.529
C -0.326 1.715 1.092
F 0.353 0.392 1.340
F -1.312 1.868 2.216
C -1.186 1.593 -0.310
O -2.249 0.751 -0.393
O -0.860 2.321 -1.567
H 3.747 -0.405 2.424
H 4.537 -2.083 2.089
H 5.697 -0.654 2.494
H 5.594 3.301 -2.058
H 6.872 2.874 -0.740
H 5.223 4.026 1.024
H -1.631 2.291 -2.210
C -6.392 3.714 -4.542
C -5.475 2.979 -5.519
C -4.034 3.293 -5.120
S -4.061 3.620 -3.364
O -3.712 5.008 -3.148
O -3.398 2.536 -2.667
C -5.822 3.442 -3.158
H -7.428 3.374 -4.624
H -6.370 4.790 -4.753
H -5.652 1.899 -5.442
H -5.671 3.271 -6.555
H -3.368 2.451 -5.323
H -3.666 4.190 -5.626
H -6.182 4.141 -2.400
H -6.021 2.413 -2.845
C -0.834 -2.638 2.814
C -0.610 -4.146 2.712
C 0.878 -4.405 2.942
S 1.462 -3.075 3.983
O 2.407 -2.280 3.227
O 1.767 -3.598 5.299
C -0.084 -2.192 4.060
H -1.897 -2.389 2.874
H -0.419 -2.142 1.928
H -1.197 -4.655 3.487
H -0.934 -4.539 1.744
H 1.047 -5.361 3.445
H 1.439 -4.373 2.004
H 0.101 -1.117 4.089
H -0.605 -2.510 4.968
C 7.327 -2.939 1.247
C 8.243 -3.675 0.270
C 9.684 -3.360 0.669
S 9.657 -3.034 2.425
O 10.007 -1.645 2.640
O 10.320 -4.118 3.122
C 7.896 -3.211 2.631
H 6.290 -3.279 1.165
H 7.349 -1.863 1.036
H 8.066 -4.754 0.347
H 8.048 -3.383 -0.766
H 10.350 -4.203 0.466
H 10.053 -2.464 0.163
H 7.536 -2.512 3.388
H 7.698 -4.240 2.944
C -8.169 0.692 -0.064
C -9.647 0.325 0.064
C -10.116 -0.173 -1.302
S -8.675 -0.860 -2.106
O -8.361 -0.046 -3.261
O -8.814 -2.300 -2.186
C -7.520 -0.466 -0.807
H -7.705 0.853 0.913
H -8.067 1.616 -0.646
H -9.761 -0.474 0.807
H -10.247 1.175 0.401
H -10.882 -0.947 -1.207
H -10.490 0.647 -1.921
H -6.549 -0.211 -1.235
H -7.428 -1.346 -0.163
```

Results of the Löwdin charge analysis, in e, for atoms 1 through 6: -0.0178 -0.2629 0.0057 -0.0026 -0.2331 0.0195

Formula: C25H39Cl5NO2
Source: the Open Molecules 2025 dataset
Level of theory: the ωB97M-V functional and the def2-TZVPD basis

Values from the calculation:
HOMO-LUMO gap ... 0.316 Ha
Total charge ... +1
Lowest unoccupied orbital energy ... -3.6 eV

```
72
C25H39Cl5NO2 the ωB97M-V functional and the def2-TZVPD basis
C 3.370 -0.010 3.236
C 4.397 0.749 2.401
C 4.953 -0.014 1.192
C 4.222 0.252 -0.126
C 2.709 0.048 -0.070
C 2.041 -0.022 -1.456
C 1.118 -1.236 -1.634
C 0.028 -0.980 -2.688
C -1.126 -0.117 -2.148
C -2.223 -0.871 -1.468
C -2.091 -2.027 -0.532
O -3.110 -2.108 0.417
C -3.143 -1.016 1.343
C -3.585 -1.549 2.706
O -2.532 -1.655 3.628
C -2.218 -0.484 4.363
C -1.015 0.268 3.797
N -3.381 -0.395 -1.756
C -3.342 0.803 -2.595
C -1.925 0.714 -3.183
Cl -2.122 -0.267 -4.708
C -1.280 2.045 -3.582
C -0.592 2.819 -2.472
C -1.204 3.174 -1.268
C -0.512 3.875 -0.298
C 0.803 4.246 -0.512
C 1.421 3.912 -1.706
C 0.724 3.205 -2.672
H 2.556 -0.416 2.633
H 2.920 0.647 3.981
H 3.843 -0.846 3.752
H 3.990 1.709 2.070
H 5.233 0.997 3.060
H 4.944 -1.090 1.393
H 5.998 0.268 1.051
H 4.446 1.277 -0.436
H 4.625 -0.407 -0.900
H 2.524 -0.899 0.448
H 2.245 0.852 0.504
H 2.809 -0.057 -2.233
H 1.468 0.892 -1.639
H 1.711 -2.085 -1.973
H 0.682 -1.481 -0.668
H 0.487 -0.418 -3.505
H -0.365 -1.908 -3.104
H -0.706 0.599 -1.428
H -1.104 -2.027 -0.073
H -2.144 -2.928 -1.158
H -3.822 -0.230 0.992
H -2.143 -0.584 1.439
H -3.983 -2.554 2.558
H -4.396 -0.931 3.107
H -2.004 -0.793 5.387
H -3.092 0.176 4.415
H -0.293 -0.454 3.414
H -1.291 0.949 2.990
H -0.534 0.852 4.580
H -4.218 -0.810 -1.359
H -4.130 0.826 -3.342
H -3.465 1.674 -1.953
H -2.041 2.662 -4.068
H -0.531 1.821 -4.340
H -2.237 2.925 -1.068
H -1.003 4.147 0.627
H 1.336 4.803 0.247
H 2.447 4.202 -1.888
H 1.226 2.948 -3.597
C -0.473 -5.542 0.380
Cl -2.160 -6.037 0.232
Cl -0.343 -4.281 1.616
Cl 0.526 -6.914 0.826
Cl 0.077 -4.894 -1.179
```

Results of the Löwdin charge analysis, in e, for atoms 1 through 6: -0.1130 -0.2617 -0.2158 -0.2155 -0.2041 -0.1846

Formula: C25H40AsBrF6N8O4SSi2Ta
Source: the Open Molecules 2025 dataset
Level of theory: the ωB97M-V functional and the def2-TZVPD basis

Values from the calculation:
HOMO-LUMO gap (spin up / spin down) ... 0.279 / 0.230 Ha
2S+1 ... 2
Lowest unoccupied orbital energy (spin up / spin down) ... -0.6 / -2.5 eV

```
89
C25H40AsBrF6N8O4SSi2Ta the ωB97M-V functional and the def2-TZVPD basis
Ta 0.078 0.295 -0.400
C -2.037 -1.368 3.902
Si -0.789 -0.274 2.996
C 0.836 -1.139 3.326
C -0.819 1.441 3.743
N -1.265 -0.065 1.263
C -2.558 0.061 0.952
C -3.625 0.192 1.893
C -4.921 0.231 1.486
C -5.239 0.134 0.109
C -4.255 0.073 -0.829
C -2.878 0.093 -0.464
N -1.839 0.120 -1.323
Si -2.251 0.345 -3.101
C -3.354 -1.076 -3.630
C -0.826 0.533 -4.284
C -3.133 2.002 -3.227
H -1.498 -2.121 4.481
H -2.739 -1.885 3.249
H -2.626 -0.782 4.612
H 1.077 -0.946 4.377
H 1.671 -0.803 2.722
H 0.718 -2.216 3.217
H -0.473 1.418 4.780
H -1.829 1.857 3.742
H -0.182 2.129 3.186
H -3.401 0.279 2.943
H -5.714 0.337 2.215
H -6.275 0.125 -0.201
H -4.532 0.010 -1.866
H -3.284 -1.919 -2.940
H -3.024 -1.435 -4.604
H -4.402 -0.783 -3.718
H 0.050 -0.080 -4.109
H -0.534 1.579 -4.364
H -1.234 0.235 -5.255
H -4.054 2.105 -2.656
H -3.370 2.167 -4.282
H -2.463 2.812 -2.929
C -0.634 2.364 -0.048
H 0.207 3.058 -0.101
H -1.048 2.436 0.956
H -1.417 2.667 -0.748
N 0.570 3.215 -2.803
C 1.341 2.128 -2.650
O 0.838 1.109 -1.989
C 2.602 2.049 -3.211
C 3.098 3.172 -3.924
N 3.471 4.124 -4.455
C 3.447 0.952 -2.923
N 4.152 0.076 -2.668
H -0.242 3.307 -2.218
H 0.983 4.051 -3.185
C -0.956 -4.141 1.988
S -0.064 -3.696 0.500
C 1.534 -4.335 0.997
O 0.079 -2.190 0.545
H -1.039 -5.228 2.004
H -1.949 -3.706 1.899
H -0.460 -3.778 2.885
H 1.444 -5.409 1.160
H 1.863 -3.836 1.909
H 2.222 -4.155 0.174
Br 6.886 3.539 2.909
C 5.150 2.819 3.092
C 4.647 2.558 4.360
N 3.434 2.056 4.559
C 2.690 1.790 3.487
C 3.113 2.012 2.186
C 4.378 2.550 1.982
C 2.276 1.715 0.984
O 2.578 2.167 -0.101
O 1.210 0.962 1.186
H 5.246 2.765 5.239
H 1.706 1.388 3.676
H 4.728 2.740 0.977
F 0.302 -1.449 -2.215
As 0.329 -2.944 -3.269
F -1.017 -3.513 -2.352
F 1.436 -3.575 -2.060
F 0.425 -4.393 -4.167
F 1.656 -2.224 -4.082
F -0.763 -2.212 -4.372
N 3.125 -0.883 0.472
N 2.134 -0.837 -0.567
H 3.986 -1.237 0.064
H 2.803 -1.551 1.164
H 1.908 -1.774 -0.895
H 2.585 -0.380 -1.359
```

Results of the Löwdin charge analysis, in e, for atoms 1 through 6: 1.9368 -0.1703 0.4987 -0.1633 -0.1600 -0.1555

Formula: C25H40Br4O13S3
Source: the Open Molecules 2025 dataset
Level of theory: the ωB97M-V functional and the def2-TZVPD basis

Values from the calculation:
HOMO-LUMO gap ... 0.302 Ha
Lowest unoccupied orbital energy ... -1.9 eV

```
85
C25H40Br4O13S3 the ωB97M-V functional and the def2-TZVPD basis
Br -5.476 -2.009 -4.609
C -5.496 -1.485 -2.734
C -6.453 -0.273 -2.492
Br -6.430 0.485 -0.635
H -4.477 -1.330 -2.382
H -5.948 -2.258 -2.112
H -7.487 -0.513 -2.743
H -6.188 0.573 -3.125
Br -0.278 3.336 -4.524
C -0.799 2.745 -6.283
C -2.411 2.554 -6.359
Br -2.923 0.886 -5.421
H -0.300 1.859 -6.676
H -0.606 3.595 -6.937
H -2.804 2.322 -7.349
H -2.939 3.316 -5.786
O 4.679 -2.615 0.563
S 3.703 -2.019 1.472
O 2.277 -1.791 1.036
O 3.743 -2.853 2.917
C 2.711 -3.781 3.111
C 2.989 -5.082 2.316
C 4.298 -0.407 2.112
H 1.707 -3.366 3.206
H 2.769 -4.064 4.162
H 2.804 -5.126 1.243
H 2.198 -5.686 2.761
H 3.949 -5.540 2.551
H 5.383 -0.307 2.143
H 3.762 -0.218 3.042
H 4.062 0.452 1.483
O 4.174 2.468 4.004
S 3.724 3.849 3.792
O 3.753 4.833 4.905
O 4.502 4.495 2.478
C 4.318 5.943 2.305
C 5.642 6.553 2.462
C 2.065 3.788 3.159
H 3.542 6.295 2.984
H 3.912 6.296 1.357
H 6.043 6.354 3.455
H 5.684 7.609 2.192
H 6.295 6.068 1.736
H 2.000 3.616 2.085
H 1.503 4.624 3.577
H 1.658 3.060 3.861
O -1.349 -3.461 5.047
S -1.640 -2.236 4.306
O -2.755 -2.188 3.462
O -1.797 -0.902 5.412
C -1.100 -1.172 6.613
C -1.480 -0.054 7.534
C -0.234 -1.547 3.224
H -0.019 -1.160 6.474
H -1.478 -2.089 7.067
H -0.795 0.108 8.366
H -2.494 -0.049 7.933
H -1.360 0.868 6.965
H -0.403 -0.480 3.077
H -0.208 -2.185 2.341
H 0.732 -1.489 3.724
C -2.152 -2.697 -5.551
C -2.957 -2.764 -6.602
C -2.779 -3.665 -7.724
O -3.545 -3.600 -8.743
C -1.659 -4.544 -7.485
C -0.778 -4.524 -6.491
C -0.886 -3.425 -5.425
O 0.107 -3.152 -4.708
H -2.389 -2.007 -4.755
H -3.842 -2.146 -6.636
H -1.289 -5.279 -8.184
H 0.178 -5.025 -6.495
C 0.211 0.699 -0.061
C -0.384 -0.181 -0.844
C -1.532 0.124 -1.764
O -2.211 -0.812 -2.155
C -1.757 1.542 -1.869
C -1.314 2.493 -1.070
C -0.356 2.146 -0.006
O 0.060 3.023 0.859
H 0.953 0.461 0.687
H -0.040 -1.205 -0.880
H -2.453 1.826 -2.644
H -1.641 3.497 -1.299
```

Results of the Löwdin charge analysis, in e, for atoms 1 through 6: 0.7205 -0.6457 -0.6491 0.5495 0.0238 0.0563

Formula: C25H40F17N2O10P2
Source: the Open Molecules 2025 dataset
Level of theory: the ωB97M-V functional and the def2-TZVPD basis

Values from the calculation:
HOMO-LUMO gap ... 0.143 Ha
Total charge ... -1
Lowest unoccupied orbital energy ... 1.9 eV

```
96
C25H40F17N2O10P2 the ωB97M-V functional and the def2-TZVPD basis
N 6.610 1.462 1.044
C 5.438 2.244 0.570
C 5.697 3.073 -0.712
C 5.336 4.544 -0.486
C 3.925 4.963 -0.953
C 2.779 4.809 0.034
F 2.053 5.966 0.146
F 3.247 4.586 1.288
C 1.800 3.615 -0.235
F 1.317 3.141 0.928
F 2.531 2.635 -0.778
C 0.654 3.922 -1.261
F 0.451 2.810 -2.009
F 1.078 4.875 -2.105
C -0.729 4.286 -0.675
F -1.156 3.392 0.234
F -0.587 5.457 -0.026
C -1.876 4.490 -1.733
F -2.478 5.674 -1.528
F -1.380 4.546 -2.983
C -2.953 3.361 -1.743
F -2.387 2.145 -1.766
F -3.590 3.485 -2.930
C -4.059 3.476 -0.635
F -3.730 4.314 0.358
F -5.183 3.953 -1.202
C -4.459 2.111 -0.003
F -5.568 2.325 0.741
F -4.785 1.216 -0.943
F -3.499 1.651 0.804
C 7.133 3.036 -1.103
O 7.524 1.735 -1.750
N 8.300 1.997 -2.876
O 7.665 1.964 -3.870
H 6.304 0.799 1.746
H 7.274 2.086 1.486
H 5.102 2.916 1.379
H 4.671 1.494 0.351
H 5.539 4.890 0.544
H 6.013 5.115 -1.134
H 3.948 6.034 -1.189
H 3.716 4.459 -1.894
H 7.325 3.808 -1.853
H 7.856 3.226 -0.283
O -8.135 -1.195 -0.415
P -8.484 -1.216 1.006
O -7.366 -1.972 1.869
C -6.032 -1.438 1.915
C -5.944 -0.139 2.690
O -9.695 -2.275 1.162
C -10.250 -2.959 0.040
C -9.571 -4.294 -0.180
O -9.033 -0.120 1.990
C -10.045 -0.312 2.993
C -9.648 -1.276 4.086
H -5.660 -1.306 0.895
H -5.420 -2.202 2.392
H -6.485 0.659 2.184
H -4.904 0.171 2.794
H -6.383 -0.250 3.683
H -10.202 -2.338 -0.854
H -11.307 -3.111 0.268
H -8.488 -4.179 -0.214
H -9.906 -4.748 -1.113
H -9.799 -4.977 0.640
H -10.986 -0.595 2.524
H -10.200 0.678 3.422
H -9.510 -2.286 3.706
H -10.435 -1.301 4.841
H -8.715 -0.967 4.556
O 4.003 -2.303 -0.442
P 4.637 -3.580 -0.766
O 5.300 -4.235 0.551
C 4.462 -4.571 1.658
C 3.546 -5.748 1.377
O 5.959 -3.267 -1.608
C 6.359 -1.931 -1.986
C 7.297 -1.317 -0.977
O 4.165 -4.852 -1.581
C 4.992 -5.627 -2.459
C 6.139 -6.325 -1.765
H 3.881 -3.693 1.952
H 5.135 -4.814 2.481
H 2.806 -5.502 0.613
H 3.012 -6.036 2.284
H 4.116 -6.604 1.012
H 5.486 -1.300 -2.148
H 6.862 -2.038 -2.949
H 6.891 -1.376 0.032
H 7.480 -0.267 -1.221
H 8.252 -1.850 -0.973
H 5.337 -5.011 -3.287
H 4.321 -6.374 -2.886
H 6.850 -5.615 -1.348
H 6.667 -6.951 -2.488
H 5.778 -6.952 -0.950
```

Results of the Löwdin charge analysis, in e, for atoms 1 through 6: -0.0162 -0.2811 -0.2922 -0.2400 -0.0909 -0.4213